(1)
Density functional theory data (ωB97M-V/def2-TZVPD) for a structure of composition C47H29Cl3IrN5O2.

XYZ file:
```
87
C47H29Cl3IrN5O2 | OMol25 | ωB97M-V/def2-TZVPD
Ir 0.555 0.511 0.414
C -0.857 7.134 -2.832
C -1.022 5.972 -3.575
C -1.051 4.735 -2.963
C -0.937 4.594 -1.558
C -0.709 5.793 -0.837
C -0.683 7.025 -1.459
C -0.932 3.304 -0.906
C -0.884 3.176 0.541
C -1.516 4.042 1.487
C -1.234 3.564 2.732
C -0.444 2.396 2.562
C 0.030 1.574 3.576
C -0.130 2.079 4.967
C -0.960 1.424 5.873
C -1.114 1.911 7.162
C -0.432 3.053 7.561
C 0.399 3.710 6.663
C 0.543 3.230 5.370
C 0.602 0.306 3.417
N 0.706 -0.370 2.222
C 1.181 -1.623 2.509
C 1.325 -2.697 1.618
C 1.725 -4.020 2.174
C 0.850 -4.768 2.954
C 1.240 -6.004 3.452
C 2.506 -6.497 3.174
C 3.382 -5.755 2.392
C 2.992 -4.524 1.887
C 1.117 -2.650 0.215
C 1.039 -3.698 -0.647
C 0.779 -3.509 -2.062
C 0.237 -2.325 -2.437
N 1.152 -1.358 -0.459
C -0.518 -1.786 -3.548
C -0.581 -0.320 -3.493
C -1.710 0.386 -3.290
C -1.725 1.701 -2.664
C -0.840 2.060 -1.703
N 0.292 1.300 -1.379
C -1.372 -2.593 -4.398
C -1.840 -3.852 -3.995
C -2.671 -4.587 -4.821
C -3.050 -4.084 -6.059
C -2.599 -2.836 -6.470
C -1.770 -2.092 -5.650
C 1.432 -1.718 3.914
C 1.082 -0.525 4.469
N -0.271 2.173 1.200
H -0.836 8.101 -3.316
H -1.115 6.029 -4.652
H -1.144 3.859 -3.583
H -0.501 5.749 0.218
H -0.503 7.913 -0.865
H -2.145 4.878 1.236
H -1.567 3.956 3.678
H -1.493 0.535 5.557
H -1.769 1.400 7.855
H -0.548 3.430 8.569
H 0.935 4.598 6.969
H 1.185 3.740 4.663
H -0.136 -4.374 3.169
H 0.553 -6.582 4.058
H 2.811 -7.459 3.565
H 4.372 -6.135 2.175
H 3.662 -3.937 1.270
H 1.111 -4.700 -0.246
H 0.908 -4.313 -2.771
H -2.662 -0.116 -3.442
H -2.600 2.329 -2.779
H -1.564 -4.228 -3.019
H -3.036 -5.553 -4.496
H -3.699 -4.664 -6.702
H -2.892 -2.446 -7.436
H -1.400 -1.124 -5.957
H 1.826 -2.588 4.412
H 1.146 -0.242 5.506
Cl 1.686 -1.156 -5.477
C 1.576 0.437 -4.704
Cl 3.217 1.004 -4.389
Cl 0.771 1.557 -5.845
C 0.706 0.421 -3.441
N 1.145 1.121 -2.482
O 3.456 -1.583 -0.418
C 2.518 -1.083 -0.954
O 0.153 -1.370 -1.445
H 2.555 -0.372 -1.780
```

2S+1: 5
Total charge: 0
Orbital gap (spin up / spin down) in eV: 5.23 / 5.34
Lowest unoccupied orbital energy (spin up / spin down) in eV: -0.656 / -2.213
HOMO level (spin up / spin down) in eV: -5.891 / -7.555
Max |F| in eV Å⁻¹: 0.52
Calculated total energy in eV: -101154.7305

(2)
Density functional theory data (ωB97M-V/def2-TZVPD) for a structure of composition C5H10O2.

XYZ file:
```
17
C5H10O2 | OMol25 | ωB97M-V/def2-TZVPD
C 2.262 1.299 0.307
O 1.114 1.650 -0.432
C -0.309 -1.260 -0.916
C 0.305 -1.633 0.213
O -0.705 -1.398 1.108
C -1.520 -0.980 -0.050
C -2.014 0.436 0.112
H 2.033 0.602 1.127
H 3.044 0.853 -0.327
H 2.662 2.217 0.743
H -0.089 -1.252 -1.973
H 0.716 0.821 -0.739
H 1.263 -2.022 0.546
H -2.336 -1.701 -0.167
H -2.535 0.756 -0.797
H -2.714 0.496 0.951
H -1.175 1.115 0.292
```

Relative energy (zero: lowest compared OMol25 entry of this formula, charge and spin) in kJ/mol: 317.57
Total charge: 0
Orbital gap in eV: 10.23
Lowest unoccupied orbital energy in eV: 0.999
HOMO level in eV: -9.228
Max |F| in eV Å⁻¹: 0.40
Calculated total energy in eV: -9439.7516

(3)
Density functional theory data (ωB97M-V/def2-TZVPD) for the molecule C11H11NO in a non-equilibrium geometry.

XYZ file:
```
24
C11H11NO | OMol25 | ωB97M-V/def2-TZVPD
O 3.389 0.480 -0.232
C 2.246 0.002 0.110
C 2.049 -1.433 0.514
C 0.826 -2.024 -0.225
C -0.425 -1.279 0.050
C -1.657 -1.681 -0.103
C -2.780 -0.721 -0.021
C -2.470 0.522 0.091
C -1.193 1.044 0.317
C -0.095 0.093 0.213
N 1.117 0.637 -0.252
C 0.936 2.183 -0.085
C -0.719 2.429 0.051
H 3.036 -1.926 0.272
H 2.061 -1.494 1.591
H 1.113 -3.269 -0.047
H 1.024 -1.975 -1.375
H -1.912 -2.770 -0.243
H -3.779 -0.976 -0.473
H -3.370 1.084 0.050
H 1.298 2.623 -1.011
H 1.489 2.535 0.863
H -1.234 2.683 -0.821
H -0.952 3.232 0.764
```

Relative energy (zero: lowest compared OMol25 entry of this formula, charge and spin) in kJ/mol: 227.86
Total charge: 0
Orbital gap in eV: 9.15
SMILES: O=C1CCc2cccc3c2N1CC3
Lowest unoccupied orbital energy in eV: 0.846
HOMO level in eV: -8.300
Max |F| in eV Å⁻¹: 7.02
Calculated total energy in eV: -15120.6067

(4)
Density functional theory data (ωB97M-V/def2-TZVPD) for the molecule C3H2N2O3 in a non-equilibrium geometry.

XYZ file:
```
10
C3H2N2O3 | OMol25 | ωB97M-V/def2-TZVPD
O -1.631 -0.829 -0.706
C -0.684 -0.895 0.071
N -0.312 -1.934 0.992
N 0.798 -1.703 1.510
O 1.210 -0.375 1.187
C 0.286 0.104 0.336
C 0.465 1.239 -0.373
O -0.393 1.581 -1.289
H 1.290 1.902 -0.244
H -1.029 0.909 -1.484
```

Relative energy (zero: lowest compared OMol25 entry of this formula, charge and spin) in kJ/mol: 375.16
Total charge: 0
Orbital gap in eV: 8.41
SMILES: O=C1N=NO/C1=C/O
Lowest unoccupied orbital energy in eV: -1.299
HOMO level in eV: -9.711
Max |F| in eV Å⁻¹: 2.25
Calculated total energy in eV: -12263.0937

(5)
Density functional theory data (ωB97M-V/def2-TZVPD) for a structure of composition C8H12F6IrO2S4 in a non-equilibrium geometry.

XYZ file:
```
33
C8H12F6IrO2S4 | OMol25 | ωB97M-V/def2-TZVPD
Ir 0.619 0.793 1.022
S 0.368 0.522 3.326
S 0.418 2.313 4.254
S 0.292 3.850 2.857
S 0.237 3.093 0.990
C 1.987 -1.992 -0.354
C 2.593 -0.631 -0.699
C 1.926 -0.076 -1.958
C 4.097 -0.755 -0.905
O 2.411 0.267 0.383
H 2.108 -2.705 -1.174
H 0.918 -1.882 -0.152
H 2.467 -2.397 0.540
H 2.044 -0.754 -2.808
H 2.363 0.891 -2.216
H 0.855 0.063 -1.782
H 4.331 -1.437 -1.728
H 4.564 -1.130 0.007
H 4.519 0.226 -1.130
C -2.824 0.954 1.313
C -2.344 0.103 0.136
O -0.994 -0.097 0.058
C -2.797 0.785 -1.180
F -4.136 0.950 -1.267
F -2.247 2.009 -1.265
F -2.419 0.108 -2.275
C -2.993 -1.298 0.258
F -4.345 -1.261 0.287
F -2.651 -2.122 -0.743
F -2.595 -1.879 1.404
H -2.373 1.942 1.241
H -2.489 0.496 2.241
H -3.910 1.048 1.322
```

2S+1: 5
Relative energy (zero: lowest compared OMol25 entry of this formula, charge and spin) in kJ/mol: 14.48
Total charge: -1
Orbital gap (spin up / spin down) in eV: 7.00 / 6.00
Lowest unoccupied orbital energy (spin up / spin down) in eV: 2.903 / 1.755
HOMO level (spin up / spin down) in eV: -4.101 / -4.242
Max |F| in eV Å⁻¹: 1.27
Calculated total energy in eV: -75073.0207

(6)
Density functional theory data (ωB97M-V/def2-TZVPD) for the molecule C5H7NS2 in a non-equilibrium geometry.

XYZ file:
```
15
C5H7NS2 | OMol25 | ωB97M-V/def2-TZVPD
S 2.251 -0.567 1.881
C 1.544 0.642 1.085
C 0.062 0.718 0.709
N -0.739 -0.454 0.949
C -0.698 -1.266 -0.256
C -0.806 -0.207 -1.363
C -0.062 0.963 -0.791
S 0.500 2.259 -1.575
H 2.133 1.536 0.771
H -0.298 1.586 1.285
H -0.383 -0.972 1.798
H 0.269 -1.814 -0.384
H -1.503 -1.995 -0.282
H -1.847 0.081 -1.486
H -0.422 -0.509 -2.340
```

Relative energy (zero: lowest compared OMol25 entry of this formula, charge and spin) in kJ/mol: 101.63
Total charge: 0
Orbital gap in eV: 8.16
SMILES: S=C[C@@H]1NCCC1=S
Lowest unoccupied orbital energy in eV: -0.664
HOMO level in eV: -8.825
Max |F| in eV Å⁻¹: 1.84
Calculated total energy in eV: -28457.8135

(7)
Density functional theory data (ωB97M-V/def2-TZVPD) for a cluster of 6 separate species, C8H28BF4N3O4S2 in total in a non-equilibrium geometry.

XYZ file:
```
50
C8H28BF4N3O4S2 | OMol25 | ωB97M-V/def2-TZVPD
N -4.485 31.616 -19.364
H -3.612 31.584 -19.870
H -5.180 32.042 -19.961
H -4.378 32.064 -18.465
H -4.748 30.663 -19.158
N -2.366 27.167 -22.248
H -2.681 26.263 -22.570
H -1.755 26.969 -21.467
H -3.269 27.550 -22.009
H -1.927 27.726 -22.965
N -2.765 27.499 -17.656
H -3.523 28.010 -18.086
H -2.135 27.994 -17.041
H -2.322 26.962 -18.388
H -3.148 26.961 -16.892
B -5.105 27.919 -19.943
F -5.146 26.974 -18.959
F -6.444 28.191 -20.275
F -4.500 29.029 -19.414
F -4.503 27.509 -21.106
C -9.297 25.724 -18.790
C -10.337 25.183 -19.672
C -11.474 26.150 -19.940
S -10.539 27.827 -20.171
O -11.151 28.860 -19.342
O -10.157 28.232 -21.550
C -9.082 27.133 -19.287
H -8.400 25.106 -18.767
H -9.578 25.768 -17.738
H -10.828 24.539 -18.943
H -10.153 24.467 -20.473
H -12.151 26.327 -19.104
H -11.952 26.007 -20.909
H -8.442 27.837 -18.755
H -8.570 26.911 -20.223
C -6.853 24.914 -24.368
C -7.263 25.718 -23.168
C -6.986 27.200 -23.506
S -5.881 27.392 -24.836
O -4.707 27.851 -24.179
O -6.363 28.153 -26.009
C -5.741 25.578 -25.268
H -7.688 24.806 -25.060
H -6.698 23.890 -24.029
H -6.656 25.477 -22.296
H -8.251 25.419 -22.818
H -6.682 27.769 -22.627
H -7.827 27.796 -23.860
H -4.753 25.367 -24.859
H -5.811 25.544 -26.355
```

2S+1: 2
Total charge: +1
Orbital gap (spin up / spin down) in eV: 3.50 / 8.41
Lowest unoccupied orbital energy (spin up / spin down) in eV: -3.163 / -3.218
HOMO level (spin up / spin down) in eV: -6.665 / -11.628
Max |F| in eV Å⁻¹: 4.34
Calculated total energy in eV: -54621.9208

(8)
Density functional theory data (ωB97M-V/def2-TZVPD) for a cluster of 2 separate species, C3H12N3O in total in a non-equilibrium geometry.

XYZ file:
```
19
C3H12N3O | OMol25 | ωB97M-V/def2-TZVPD
C -2.003 0.791 0.132
N -0.904 0.612 -0.805
C -0.268 1.883 -1.273
H -2.347 -0.179 0.483
H -1.653 1.372 0.982
H -2.829 1.355 -0.306
H -1.238 0.151 -1.653
H -0.168 -0.042 -0.412
H -1.029 2.451 -1.781
H 0.563 1.554 -1.933
H 0.148 2.463 -0.428
N 0.894 -2.195 1.639
C 1.135 -1.542 0.481
N 2.259 -0.741 0.488
O 0.397 -1.616 -0.528
H 0.143 -2.896 1.598
H 1.603 -2.417 2.347
H 2.562 -0.339 -0.397
H 2.735 -0.665 1.365
```

Relative energy (zero: lowest compared OMol25 entry of this formula, charge and spin) in kJ/mol: 53.08
Total charge: +1
Orbital gap in eV: 11.50
Lowest unoccupied orbital energy in eV: -2.836
HOMO level in eV: -14.335
Max |F| in eV Å⁻¹: 1.58
Calculated total energy in eV: -9818.2631

(9)
Density functional theory data (ωB97M-V/def2-TZVPD) for a structure of composition C37H32GeN2O6PdS2.

XYZ file:
```
81
C37H32GeN2O6PdS2 | OMol25 | ωB97M-V/def2-TZVPD
Pd 0.528 -0.239 1.464
C 0.851 2.997 4.132
C 1.409 1.737 3.499
O 1.148 1.570 2.291
C 2.238 0.836 4.281
C 2.832 1.339 5.458
C 3.722 0.617 6.209
C 4.037 -0.693 5.782
C 3.470 -1.234 4.668
C 2.512 -0.518 3.855
O 1.974 -1.109 2.878
H 0.047 3.358 3.495
H 1.618 3.772 4.204
H 0.475 2.796 5.134
H 2.595 2.350 5.762
H 4.173 1.039 7.097
H 4.746 -1.282 6.355
H 3.707 -2.242 4.348
S -2.279 -0.807 3.641
C -3.658 -1.133 2.823
N -3.965 -2.277 2.161
C -5.192 -2.241 1.371
C -5.596 -0.781 1.173
S -4.934 0.065 2.634
H -3.165 -2.745 1.709
H -5.983 -2.784 1.898
H -5.003 -2.735 0.418
H -6.678 -0.660 1.131
H -5.141 -0.347 0.284
C -0.496 0.701 0.027
Ge 0.611 0.141 -1.483
C 2.485 0.563 -1.004
C 2.749 1.764 -0.341
C 4.046 2.165 -0.058
C 5.119 1.370 -0.440
C 4.878 0.179 -1.108
C 3.574 -0.214 -1.390
C 0.625 -1.704 -2.158
C 1.275 -2.738 -1.480
C 1.318 -4.019 -2.009
C 0.708 -4.295 -3.227
C 0.057 -3.281 -3.911
C 0.021 -1.998 -3.378
C 0.411 1.230 -3.131
C 1.506 1.813 -3.771
C 1.344 2.588 -4.914
C 0.077 2.802 -5.437
C -1.024 2.235 -4.812
C -0.856 1.458 -3.674
H -0.355 1.773 0.189
H 1.926 2.391 -0.021
H 4.219 3.096 0.468
H 6.134 1.676 -0.215
H 5.707 -0.452 -1.409
H 3.411 -1.146 -1.919
H 1.724 -2.549 -0.512
H 1.812 -4.809 -1.458
H 0.727 -5.301 -3.630
H -0.424 -3.486 -4.860
H -0.494 -1.216 -3.922
H 2.502 1.664 -3.373
H 2.210 3.032 -5.391
H -0.053 3.416 -6.320
H -2.020 2.408 -5.201
H -1.730 1.034 -3.194
O -1.994 -3.329 0.491
C -1.469 -2.205 0.398
O -0.301 -1.977 0.878
C -2.220 -1.111 -0.315
C -3.036 -1.500 -1.311
C -3.802 -0.583 -2.121
C -3.698 0.747 -1.843
C -2.859 1.237 -0.827
C -1.984 0.351 0.046
N -2.909 2.578 -0.544
O -2.254 3.005 0.435
O -3.581 3.368 -1.256
H -3.098 -2.566 -1.504
H -4.452 -0.944 -2.907
H -4.270 1.479 -2.399
H -2.285 0.513 1.091
```

Relative energy (zero: lowest compared OMol25 entry of this formula, charge and spin) in kJ/mol: 64.32
Total charge: -2
Orbital gap in eV: 5.50
Lowest unoccupied orbital energy in eV: 4.409
HOMO level in eV: -1.091
Max |F| in eV Å⁻¹: 0.70
Calculated total energy in eV: -135819.2781

(10)
Density functional theory data (ωB97M-V/def2-TZVPD) for the molecule C21H15F3N2O4S2 in a non-equilibrium geometry.

XYZ file:
```
47
C21H15F3N2O4S2 | OMol25 | ωB97M-V/def2-TZVPD
C -2.901 1.694 -3.122
C -1.736 1.976 -2.162
O -2.007 3.267 -1.507
C -0.431 2.068 -2.964
S 1.005 2.581 -1.911
C 2.203 1.297 -2.233
C 3.461 1.627 -2.744
C 4.363 0.591 -2.994
C 4.046 -0.723 -2.739
N 4.944 -1.733 -2.984
C 5.174 -2.885 -2.869
S 5.482 -4.426 -2.764
C 2.784 -1.062 -2.220
C 1.870 -0.052 -1.953
C -1.690 0.840 -1.076
O -1.426 -0.291 -1.424
N -2.249 1.141 0.156
C -2.554 0.221 1.185
C -1.860 -1.000 1.380
C -2.160 -1.784 2.496
C -3.143 -1.425 3.374
C -3.446 -2.246 4.583
C -2.826 -3.627 4.869
F -3.352 -4.170 6.015
F -3.134 -4.491 3.884
F -1.490 -3.495 4.994
C -4.474 -1.737 5.355
C -5.166 -0.482 5.085
O -6.031 -0.224 5.867
O -4.840 0.250 3.976
C -3.856 -0.199 3.167
C -3.554 0.604 2.108
H -3.823 1.717 -2.561
H -2.955 2.407 -3.949
H -2.814 0.719 -3.596
H -1.191 3.598 -1.086
H -0.157 1.115 -3.415
H -0.555 2.760 -3.789
H 3.729 2.660 -2.916
H 5.344 0.829 -3.352
H 2.518 -2.107 -2.052
H 0.932 -0.327 -1.537
H -2.597 2.096 0.235
H -1.124 -1.289 0.638
H -1.591 -2.675 2.664
H -4.862 -2.268 6.226
H -4.124 1.542 2.001
```

Relative energy (zero: lowest compared OMol25 entry of this formula, charge and spin) in kJ/mol: 0.00
Total charge: 0
Orbital gap in eV: 8.14
SMILES: C[C@](O)(CSc1ccc(N=C=S)cc1)C(=O)Nc1ccc2c(C(F)(F)F)cc(=O)oc2c1
Lowest unoccupied orbital energy in eV: -0.512
HOMO level in eV: -8.653
Max |F| in eV Å⁻¹: 3.38
Calculated total energy in eV: -63014.1909

(11)
Density functional theory data (ωB97M-V/def2-TZVPD) for the molecule CH2N4S2 in a non-equilibrium geometry.

XYZ file:
```
9
CH2N4S2 | OMol25 | ωB97M-V/def2-TZVPD
S -0.382 1.367 -1.575
C 0.148 0.032 -0.609
N 1.134 -0.804 -0.895
N 1.196 -1.652 0.178
N 0.320 -1.378 1.075
N -0.355 -0.297 0.620
S -1.664 0.404 1.446
H 0.527 1.095 -2.489
H -0.924 1.233 2.249
```

Relative energy (zero: lowest compared OMol25 entry of this formula, charge and spin) in kJ/mol: 0.00
Total charge: 0
Orbital gap in eV: 10.15
SMILES: Sc1nnnn1S
Lowest unoccupied orbital energy in eV: 0.330
HOMO level in eV: -9.822
Max |F| in eV Å⁻¹: 1.27
Calculated total energy in eV: -28698.2097

(12)
Density functional theory data (ωB97M-V/def2-TZVPD) for a cluster of 2 separate species, F2H2N2 in total in a non-equilibrium geometry.

XYZ file:
```
6
F2H2N2 | OMol25 | ωB97M-V/def2-TZVPD
N -1.114 -0.347 0.330
N 1.080 -0.033 -0.349
F -1.569 0.828 -0.184
F 1.366 1.171 0.162
H -1.085 -1.072 -0.468
H 1.323 -0.548 0.508
```

Relative energy (zero: lowest compared OMol25 entry of this formula, charge and spin) in kJ/mol: 410.60
Total charge: 0
Orbital gap (spin up / spin down) in eV: 10.37 / 10.30
Lowest unoccupied orbital energy (spin up / spin down) in eV: -0.433 / -0.457
HOMO level (spin up / spin down) in eV: -10.799 / -10.752
Max |F| in eV Å⁻¹: 1.84
Calculated total energy in eV: -8440.4807

Question: Look up the max |F| of the third one.
Answer: 7.02 eV Å⁻¹

Question: Look up the calculated total energy of the eighth one.
Answer: -9818.2631 eV